No. 1
15
Properties=species:S:1:pos:R:3 method="wB97M-V/def2-TZVPD" spin_multiplicity=1 orbital_gap_ev=10.480 smiles=Cl[C@@H]1C[C@@H]2N[C@@H]2C1 e_tot_ha=-710.226320 lumo_energy_ev=1.02
Cl -2.826 -0.024 0.336
C -1.163 0.019 -0.355
C -0.311 -1.263 -0.072
C 1.090 -0.764 -0.158
N 1.535 -0.029 1.000
C 1.066 0.747 -0.156
C -0.356 1.263 -0.056
H -1.329 -0.031 -1.440
H -0.499 -2.101 -0.698
H -0.580 -1.566 0.948
H 1.799 -1.357 -0.745
H 0.819 -0.054 1.728
H 1.801 1.428 -0.536
H -0.581 1.632 0.944
H -0.464 2.102 -0.739

=====

No. 2
19
Properties=species:S:1:pos:R:3 method="wB97M-V/def2-TZVPD" total_charge=+2 spin_multiplicity=1 orbital_gap_ev=6.185 e_tot_ha=-928.459541 lumo_energy_ev=-9.67
C -3.620 1.170 -0.215
C -2.982 -0.005 -0.190
C -1.494 1.708 0.227
C -0.670 -0.674 0.327
C 2.532 -0.364 -0.401
N 0.513 -0.550 0.576
N -1.594 0.289 0.096
N -2.700 2.180 0.009
N 1.640 -0.351 0.724
N 3.776 -1.100 0.054
Cl -3.674 -1.554 -0.112
H -4.665 1.354 -0.441
H -1.103 -1.648 0.387
H 2.814 0.603 -0.563
H 2.134 -0.655 -1.434
H -3.087 3.134 0.267
H 3.346 -1.781 0.685
H 4.400 -1.300 -0.628
H 4.435 -0.455 0.632

=====

No. 3
19
Properties=species:S:1:pos:R:3 method="wB97M-V/def2-TZVPD" spin_multiplicity=1 orbital_gap_ev=9.673 e_tot_ha=-1011.055536 lumo_energy_ev=0.59
C -2.882 -0.242 0.743
C -1.465 -0.027 1.139
O -1.042 -0.054 2.247
O -0.653 0.140 0.109
N 0.787 0.320 0.277
O 1.086 1.433 0.625
C 1.549 -0.710 0.129
C 0.999 -2.062 -0.313
Cl 3.222 -0.471 0.283
H -3.425 0.692 1.079
H -3.218 -0.946 1.495
H -2.977 -0.451 -0.281
H 1.648 -2.903 -0.176
H 0.591 -2.000 -1.241
H 0.086 -2.368 0.354
C 1.450 2.419 -1.652
O 2.495 1.867 -1.723
H 0.500 1.831 -1.804
H 1.250 3.532 -1.290

=====

No. 4
16
Properties=species:S:1:pos:R:3 method="wB97M-V/def2-TZVPD" spin_multiplicity=1 orbital_gap_ev=7.387 e_tot_ha=-1108.274698 lumo_energy_ev=-0.10
C 2.584 0.346 0.464
C 2.184 -0.503 -0.696
C -0.809 0.097 0.077
C -2.271 -0.236 0.344
C -3.171 0.623 -0.435
H 2.993 1.298 0.102
H 3.389 -0.148 1.025
H 1.741 0.540 1.131
H 2.990 -0.731 -1.397
H -0.616 1.142 0.337
H -0.170 -0.546 0.685
H -0.572 -0.054 -0.981
H -2.509 -0.108 1.401
N -3.858 1.328 -1.041
S 0.708 -1.091 -0.984
Cl -2.612 -1.956 -0.033

=====

No. 5
15
Properties=species:S:1:pos:R:3 method="wB97M-V/def2-TZVPD" spin_multiplicity=2 orbital_gap_ev="9.160 / 9.056" e_tot_ha=-730.561688 lumo_energy_ev="-0.81 / -0.92"
C 0.604 3.189 -0.102
C 0.089 -1.770 -0.485
C 0.374 -0.440 -1.419
Cl -0.633 -0.246 -2.874
C -0.675 -1.189 0.666
C -0.861 -1.620 1.957
O 0.877 -2.742 -0.460
H -0.453 3.190 -0.420
H 0.637 2.586 0.828
H 1.207 2.688 -0.862
H 0.252 0.502 -0.876
H 1.444 -0.472 -1.634
H -0.740 -0.077 0.688
H -1.576 -1.003 2.629
H -0.547 -2.594 2.363

=====

No. 6
16
Properties=species:S:1:pos:R:3 method="wB97M-V/def2-TZVPD" spin_multiplicity=1 orbital_gap_ev=10.807 smiles="CC1=CCC[P@@]1(=O)Cl" e_tot_ha=-1072.125299 lumo_energy_ev=0.79
C 2.101 -0.887 -0.268
C 0.745 -0.391 -0.022
C -0.090 0.329 -0.732
C -1.444 0.653 -0.162
C -1.627 0.122 1.293
P -0.009 -0.906 1.582
O 0.616 -0.804 2.894
Cl -0.428 -2.834 1.211
H 2.524 -0.433 -1.067
H 1.985 -1.843 -0.532
H 2.784 -0.712 0.650
H 0.067 0.805 -1.682
H -1.620 1.796 -0.216
H -2.160 0.023 -0.882
H -1.554 0.910 1.999
H -2.449 -0.534 1.435

=====

No. 7
19
Properties=species:S:1:pos:R:3 method="wB97M-V/def2-TZVPD" spin_multiplicity=2 orbital_gap_ev="4.774 / 7.836" e_tot_ha=-2336.685654 lumo_energy_ev="-0.77 / -0.79"
C -1.635 -2.098 -1.246
C -1.321 -1.403 0.055
O -0.553 -2.091 0.851
Cu 1.622 -1.981 0.925
H -2.491 -1.610 -1.736
H -0.739 -2.111 -1.883
H -1.870 -3.156 -1.054
H -2.206 -1.009 0.600
H -0.862 0.109 -0.150
O -0.367 2.511 0.706
C 1.973 0.398 1.585
C -0.172 1.652 -0.247
O 1.850 0.860 2.724
O 2.023 1.489 0.667
C 1.289 1.354 -0.540
Mg 1.112 2.845 2.127
H -0.734 1.861 -1.177
H 1.695 2.060 -1.277
H 1.387 0.321 -0.929

=====

No. 8
20
Properties=species:S:1:pos:R:3 method="wB97M-V/def2-TZVPD" spin_multiplicity=1 orbital_gap_ev=9.973 e_tot_ha=-689.204197 lumo_energy_ev=0.43
C -3.047 1.208 -0.571
C -1.839 1.691 -0.370
C -0.654 0.965 0.197
C 1.398 -1.087 1.120
C 0.932 -0.823 -0.398
N -3.506 -0.062 -0.251
N -2.855 -2.215 0.324
N -3.095 -1.153 0.025
N -0.318 -0.261 -0.471
O 1.933 -0.071 -1.132
F 0.427 1.820 0.146
F -0.804 0.718 1.551
H -3.843 1.614 -1.161
H -1.713 2.752 -0.620
H 2.136 -1.786 1.122
H 1.775 -0.197 1.541
H 0.378 -1.448 1.721
H 0.976 -1.807 -0.875
H -0.756 -0.241 -1.349
H 2.147 0.858 -0.712

=====

No. 9
21
Properties=species:S:1:pos:R:3 method="wB97M-V/def2-TZVPD" total_charge=+1 spin_multiplicity=1 orbital_gap_ev="7.406 / 7.926" e_tot_ha=-1111.800676 lumo_energy_ev="-3.91 / -3.99"
C 1.058 0.105 -1.605
C 1.670 -0.678 0.624
C -0.215 0.657 0.162
C -2.519 2.357 -0.257
C -1.308 -1.485 -0.232
N 0.077 0.779 -1.154
N 1.734 -0.827 -0.736
N 0.790 0.198 1.077
N 2.519 -1.247 1.435
F -0.577 -2.273 0.607
F -2.614 -1.435 0.056
F -1.012 -1.860 -1.508
S -1.332 1.724 0.979
H 1.615 0.383 -2.530
H -2.093 2.496 -1.378
H -2.784 3.373 0.018
H -3.504 1.898 -0.246
H 2.543 -1.236 -1.093
H 0.538 0.331 2.061
H 3.095 -1.962 1.251
H 2.321 -1.296 2.468

=====

No. 10
41
Properties=species:S:1:pos:R:3 method="wB97M-V/def2-TZVPD" total_charge=-1 spin_multiplicity=1 orbital_gap_ev="8.195 / 8.192" e_tot_ha=-5281.935991 lumo_energy_ev="2.20 / 2.20"
Ni -0.379 -0.699 0.626
F -2.292 -0.134 -3.818
C -1.738 -1.328 -3.618
F -0.502 -1.320 -4.106
F -2.451 -2.250 -4.251
S -1.722 -1.677 -1.815
O -0.881 -0.598 -1.284
O -3.099 -1.666 -1.428
N -1.049 -3.078 -1.738
S 0.251 -3.368 -0.885
O 0.386 -4.761 -0.655
O 0.405 -2.472 0.250
C 1.652 -2.931 -2.003
F 1.638 -1.639 -2.300
F 1.549 -3.635 -3.133
F 2.795 -3.235 -1.404
C 1.066 4.563 0.377
C 2.180 3.586 0.405
N 3.418 3.855 0.648
N 4.042 2.634 0.573
C 3.221 1.595 0.316
S 3.586 -0.005 0.137
N 2.004 2.235 0.189
N 0.819 1.571 -0.058
H 1.469 5.558 0.547
H 0.334 4.336 1.153
H 0.552 4.541 -0.585
H 5.031 2.551 0.721
H 0.507 1.716 -1.011
H 0.088 1.820 0.601
O -1.330 -0.723 4.547
P -1.081 -1.594 3.231
O -0.965 -3.020 3.523
O 0.021 -0.868 2.419
O -2.443 -1.286 2.344
P -2.753 0.239 1.904
O -4.057 0.076 1.008
O -2.992 1.107 3.069
O -1.598 0.654 0.959
H -1.794 0.112 4.327
H -3.887 -0.461 0.217

=====

No. 11
16
Properties=species:S:1:pos:R:3 method="wB97M-V/def2-TZVPD" total_charge=+1 spin_multiplicity=1 orbital_gap_ev=11.131 smiles=FCC[n+]1cc[nH]c1 e_tot_ha=-404.428404 lumo_energy_ev=-3.45
F 2.160 -1.256 0.049
C 2.146 0.115 0.355
C 1.136 0.842 -0.501
N -0.223 0.270 -0.320
C -0.515 -1.063 -0.418
C -1.828 -1.252 -0.087
N -2.302 0.017 0.278
C -1.314 0.932 0.086
H 3.238 0.402 0.267
H 1.773 0.135 1.360
H 1.123 1.838 -0.218
H 1.500 0.824 -1.571
H 0.139 -1.872 -0.418
H -2.457 -2.011 0.338
H -3.334 0.038 0.567
H -1.242 2.040 0.233

=====

No. 12
16
Properties=species:S:1:pos:R:3 method="wB97M-V/def2-TZVPD" spin_multiplicity=1 orbital_gap_ev=10.119 smiles="O=C[C@]1(F)CCNC1" e_tot_ha=-425.152590 lumo_energy_ev=0.72
O -2.224 -1.080 0.233
C -1.881 0.056 0.028
C -0.376 0.350 -0.090
F -0.212 1.729 -0.453
C 0.376 -0.510 -1.094
C 1.789 -0.764 -0.427
N 1.815 -0.015 0.744
C 0.430 0.088 1.165
H -2.553 0.911 0.022
H -0.090 -1.505 -1.188
H 0.407 0.008 -2.075
H 1.979 -1.853 -0.105
H 2.589 -0.570 -1.162
H 2.164 0.913 0.527
H 0.123 -0.872 1.544
H 0.348 0.833 1.943

=====

No. 13
16
Properties=species:S:1:pos:R:3 method="wB97M-V/def2-TZVPD" spin_multiplicity=1 orbital_gap_ev=8.875 smiles="FCC[C@H]1CC(=S)N1" e_tot_ha=-748.045141 lumo_energy_ev=0.58
F -0.841 2.323 -0.409
C -0.995 1.340 0.702
C 0.352 0.877 0.936
C 0.915 -0.222 0.020
C 0.312 -1.633 0.048
C -0.070 -1.367 -1.465
S -0.875 -2.356 -2.516
N 0.441 -0.141 -1.376
H -1.747 0.599 0.204
H -1.575 1.757 1.532
H 1.085 1.752 0.838
H 0.509 0.477 1.959
H 2.070 0.042 0.098
H 1.040 -2.453 0.310
H -0.568 -1.860 0.704
H -0.055 0.866 -1.584

=====

No. 14
19
Properties=species:S:1:pos:R:3 method="wB97M-V/def2-TZVPD" spin_multiplicity=1 orbital_gap_ev=9.315 e_tot_ha=-768.610064 lumo_energy_ev=-0.37
C 2.665 0.969 -3.100
O 2.665 -0.121 -2.195
C 1.632 0.775 -4.198
H 2.459 1.915 -2.567
H 3.673 1.059 -3.542
H 1.646 1.630 -4.889
H 1.844 -0.139 -4.772
H 0.623 0.690 -3.772
C 3.470 0.623 2.068
O 2.640 -0.304 1.800
C 2.678 0.060 -0.600
C 3.975 0.767 -0.225
O 3.826 1.416 1.035
O 4.114 0.718 3.124
F 1.589 0.899 -0.373
H 2.598 -1.013 -0.403
H 4.779 0.024 -0.166
H 4.228 1.556 -0.938
Tl 2.935 -0.777 4.239